{
  "formula": "C31H44BrCeN3P2",
  "method": "ωB97M-V with the def2-TZVPD basis set",
  "species": ["N", "C", "C", "C", "C", "C", "C", "Ce", "P", "C", "C", "C", "C", "C", "C", "C", "Br", "H", "H", "H", "H", "H", "H", "H", "H", "H", "H", "P", "C", "C", "H", "H", "H", "H", "H", "C", "C", "H", "H", "H", "H", "H", "C", "C", "H", "H", "H", "H", "H", "C", "C", "H", "H", "H", "H", "H", "C", "C", "H", "H", "H", "H", "H", "C", "C", "H", "H", "H", "H", "H", "N", "C", "C", "C", "C", "C", "N", "C", "H", "H", "H", "H"],
  "coordinates": [[-3.1431, 1.9323, 4.7258], [-3.6821, 0.9370, 4.0277], [-2.9190, 0.0615, 3.2611], [-1.5240, 0.2665, 3.1773], [-0.9615, 1.3092, 3.9353], [-1.8277, 2.1072, 4.6970], [-0.6755, -0.6921, 2.4449], [-0.4934, -0.0675, 0.1647], [1.1954, -1.2748, -1.5679], [0.7628, -0.5169, 2.2594], [1.6911, -1.6380, 2.0588], [3.0674, -1.4014, 2.2793], [3.9838, -2.4246, 2.1536], [3.5458, -3.7066, 1.7881], [2.1915, -3.9716, 1.5965], [1.2524, -2.9398, 1.7289], [4.8186, -5.1016, 1.5432], [-1.1161, -1.6902, 2.2223], [1.1969, 0.4575, 2.5357], [-3.3956, -0.7417, 2.6983], [0.1112, 1.4801, 3.9674], [-4.7592, 0.7980, 4.0845], [-1.4063, 2.9120, 5.3021], [3.3819, -0.3960, 2.5611], [0.1917, -3.1541, 1.5797], [5.0346, -2.2364, 2.3250], [1.8576, -4.9741, 1.3458], [0.1000, 2.5472, -0.0555], [0.4604, -2.9332, -1.6776], [1.4323, -4.0003, -2.1766], [-0.4143, -2.8533, -2.3360], [0.0708, -3.2412, -0.6890], [0.9244, -4.9722, -2.2185], [1.8031, -3.7951, -3.1871], [2.2915, -4.1223, -1.5097], [2.9035, -1.3724, -1.0561], [3.8853, -1.5508, -2.2035], [2.9734, -2.1972, -0.3370], [3.1675, -0.4663, -0.4822], [4.9010, -1.6062, -1.7950], [3.7135, -2.4791, -2.7575], [3.8647, -0.7141, -2.9063], [1.0407, -0.4093, -3.1274], [1.2290, -1.2953, -4.3546], [1.7869, 0.3948, -3.0984], [0.0599, 0.0939, -3.1918], [1.1422, -0.6870, -5.2620], [2.2137, -1.7720, -4.3861], [0.4674, -2.0765, -4.4209], [-0.7598, 3.3914, -1.3934], [-0.5964, 2.8193, -2.7961], [-0.3623, 4.4065, -1.3242], [-1.8206, 3.4318, -1.1242], [-1.1383, 3.4393, -3.5189], [0.4490, 2.7845, -3.1151], [-1.0071, 1.8059, -2.8681], [1.8721, 2.7957, -0.4019], [2.8212, 2.2571, 0.6602], [1.9525, 3.8800, -0.5119], [2.0883, 2.3412, -1.3781], [3.8622, 2.4456, 0.3719], [2.6596, 2.7251, 1.6366], [2.7105, 1.1699, 0.7849], [-0.2608, 3.5499, 1.3947], [-1.7457, 3.7089, 1.6970], [0.2059, 4.5106, 1.1597], [0.2658, 3.1273, 2.2609], [-1.8872, 4.2619, 2.6309], [-2.2740, 4.2452, 0.9066], [-2.2359, 2.7366, 1.8313], [-5.8344, -1.5046, -3.9899], [-5.2803, -1.0446, -3.0490], [-4.6495, -0.4973, -1.8673], [-5.4760, 0.0087, -0.8609], [-4.8933, 0.5146, 0.2752], [-3.4933, 0.4592, 0.3706], [-2.7057, -0.1050, -0.5833], [-3.2719, -0.5302, -1.7353], [-6.5532, 0.0240, -0.9592], [-5.4621, 0.9734, 1.0797], [-2.9881, 0.9584, 1.2366], [-2.5872, -0.9163, -2.4868]],
  "charge": 4,
  "homo_lumo_gap_ev": [4.93, 4.94],
  "lumo_ha": [-0.5461, -0.5421]
}

{
  "formula": "C7H7NO11P2Ti",
  "method": "ωB97M-V with the def2-TZVPD basis set",
  "species": ["Ti", "O", "C", "O", "C", "C", "C", "C", "C", "N", "C", "O", "O", "H", "H", "H", "H", "H", "O", "P", "O", "O", "O", "P", "O", "O", "O", "H", "H"],
  "coordinates": [[-0.5050, 0.9190, -0.2196], [-3.1844, -2.1647, -1.1494], [-2.1013, -1.4438, -0.8826], [-2.1596, -0.1809, -0.7994], [-0.8444, -2.0617, -0.6942], [-0.5011, -3.4248, -0.7319], [0.8031, -3.7832, -0.5303], [1.7800, -2.7754, -0.3081], [1.3816, -1.4709, -0.2831], [0.0985, -1.0994, -0.4565], [2.2181, -0.2615, -0.1466], [3.5171, -0.3165, 0.0637], [1.6741, 0.8285, -0.2668], [-3.9380, -1.5600, -1.2187], [-1.2675, -4.1639, -0.9195], [1.0972, -4.8225, -0.5518], [2.8167, -3.0596, -0.1769], [3.8139, -1.2287, 0.1820], [-0.1297, 2.6486, -1.5071], [-0.8518, 3.5726, -0.2809], [-1.0541, 4.9615, -0.6479], [-1.9215, 2.5520, 0.0521], [0.3089, 3.3022, 0.8177], [0.1510, 2.4518, 2.2369], [-1.1122, 3.1160, 2.9321], [1.3745, 2.5732, 3.0126], [-0.3011, 1.0571, 1.7361], [0.7665, 2.9400, -1.7254], [-1.9297, 2.8949, 2.4634]],
  "charge": 0,
  "relative_energy_kj_mol": 0.00,
  "homo_lumo_gap_ev": [6.07, 8.85],
  "multiplicity": 3,
  "lumo_ha": [-0.0505, -0.0549]
}